The following is a DFT calculation (the ωB97M-V functional and the def2-TZVPD basis) of a structure of composition C25H44IN5O2SbV at a distorted geometry.

Last column: Mulliken spin population.
CARTESIAN COORDINATES (ANGSTROEM)
V  -0.79  0.51  0.31  2.139
C  -2.27  -1.93  0.86  0.052
C  -1.94  -1.98  2.40  0.032
C  -2.90  -1.05  3.16  0.019
C  -0.50  -1.74  2.77  0.096
C  0.27  -2.79  3.23  -0.100
C  1.55  -2.60  3.72  0.234
C  2.06  -1.31  3.86  -0.097
C  1.37  -0.21  3.43  0.131
C  1.87  1.18  3.79  0.022
C  2.43  1.99  2.60  0.017
C  0.80  1.98  4.56  0.015
C  0.11  -0.42  2.71  0.075
N  -0.47  0.55  2.04  0.403
H  -3.64  -3.33  1.01  0.000
H  -1.52  -2.56  0.35  -0.038
H  -3.19  -0.23  0.37  0.020
H  -2.17  -3.01  2.69  0.003
H  -2.71  -0.01  2.91  0.007
H  -2.77  -1.18  4.24  -0.002
H  -3.93  -1.29  2.91  0.000
H  -0.16  -3.79  3.24  0.006
H  2.13  -3.45  4.06  0.000
H  3.01  -1.17  4.38  0.005
H  2.70  1.03  4.49  0.003
H  1.80  1.86  1.73  0.009
H  3.43  1.65  2.36  -0.002
H  2.48  3.05  2.86  -0.001
H  -0.06  2.20  3.92  0.001
H  1.22  2.92  4.92  0.001
H  0.43  1.42  5.42  -0.001
C  1.38  -2.91  -0.64  -0.005
N  2.54  -2.14  -0.23  -0.006
C  3.79  -2.88  -0.07  0.001
C  2.47  -0.81  -0.05  0.003
C  3.77  -0.09  0.18  0.001
O  1.41  -0.17  -0.13  -0.012
H  1.12  -3.63  0.13  0.004
H  1.60  -3.44  -1.57  0.000
H  0.54  -2.24  -0.80  0.021
H  3.57  -3.94  -0.16  0.000
H  4.24  -2.70  0.90  0.001
H  4.52  -2.61  -0.84  0.000
H  4.45  -0.26  -0.66  0.000
H  4.26  -0.43  1.09  0.000
H  3.57  0.97  0.26  -0.001
O  -3.56  -2.45  0.63  0.001
N  -2.25  -0.61  0.32  -0.104
I  -4.59  5.02  -1.13  0.001
C  -3.12  3.87  -0.23  -0.002
C  -2.15  4.30  0.64  0.045
N  -1.40  3.22  0.94  0.035
N  -1.85  2.11  0.32  -0.059
C  -2.90  2.50  -0.40  0.087
H  -1.95  5.27  1.05  0.002
H  -0.66  3.13  1.62  0.013
H  -3.46  1.80  -1.00  -0.004
C  -0.31  2.66  -4.77  -0.002
C  -0.89  2.50  -3.37  0.008
Sb  -0.57  0.57  -2.42  -0.084
C  -2.11  -0.64  -3.36  0.002
C  -2.64  -0.13  -4.70  -0.002
C  1.21  -0.13  -3.47  0.001
C  0.96  -0.76  -4.83  -0.003
H  -0.49  3.66  -5.15  0.000
H  -0.77  1.96  -5.47  0.000
H  0.77  2.49  -4.78  0.000
H  -1.97  2.67  -3.38  0.000
H  -0.45  3.24  -2.69  0.002
H  -2.92  -0.70  -2.62  0.001
H  -1.70  -1.64  -3.46  0.001
H  -3.03  0.88  -4.62  0.000
H  -3.45  -0.77  -5.04  0.000
H  -1.87  -0.14  -5.46  0.000
H  1.69  -0.83  -2.79  0.001
H  1.86  0.74  -3.55  0.000
H  0.30  -1.63  -4.75  0.000
H  1.90  -1.10  -5.27  0.000
H  0.51  -0.06  -5.52  0.000

Energy relative to the best compared isomer or geometry (same formula, charge and spin) in kJ/mol: 0.0
2S+1: 4
Gap between HOMO and LUMO (spin up / spin down) in eV: 7.9 / 6.1
Total charge: +1